(1)
The following is a DFT calculation (ωB97M-V with the def2-TZVPD basis set) of a single C3H7NOS molecule.

Values from the calculation:
SMILES: OCC/C=N\S
Multiplicity: 1
LUMO level: 0.0195 Ha
Maximum force: 0.0868 Eh/bohr

Last column: Löwdin charge in e.
CARTESIAN COORDINATES (ANGSTROEM)
C  -0.09  1.37  0.38  -0.2526
C  -0.77  -0.03  0.63  -0.1687
C  -0.74  -0.85  -0.74  -0.2952
H  1.51  0.60  -0.69  0.1416
H  -0.33  2.07  1.22  0.1250
H  -0.66  1.60  -0.57  0.1125
H  -0.26  -0.78  1.34  0.1041
H  -1.82  0.31  0.85  0.1194
H  -1.44  -0.72  -1.51  0.0850
H  1.74  -0.86  0.21  -0.0960
N  0.01  -1.80  -1.07  -0.3768
O  1.37  1.33  0.13  -0.1696
S  1.47  -2.25  -0.19  0.6712


(2)
The following is a DFT calculation (ωB97M-V with the def2-TZVPD basis set) of a molecular structure, C4H4FN.

Values from the calculation:
Multiplicity: 3
LUMO level (spin up / spin down): 0.0326 / -0.0564 Ha
Maximum force: 0.1528 Eh/bohr
<S²>: 2.005

Last column: Löwdin spin population.
CARTESIAN COORDINATES (ANGSTROEM)
C  -1.95  -0.30  -0.54  0.6104
C  -0.86  0.47  -0.28  0.5647
C  -2.01  1.61  -0.61  0.2922
C  0.56  0.41  0.07  0.0859
N  -2.92  0.80  -0.87  0.2971
F  -1.98  2.90  -0.80  0.0635
H  -2.28  -1.25  -0.48  0.0383
H  1.06  0.11  -0.88  0.0333
H  0.60  -0.37  0.83  0.0137
H  1.14  1.19  0.53  0.0010


(3)
The following is a DFT calculation (ωB97M-V with the def2-TZVPD basis set) of 2 unconnected molecules or ions with the total composition C6H11O2S.

Values from the calculation:
Multiplicity: 1
LUMO level (spin up / spin down): 0.1293 / 0.1277 Ha
Maximum force: 0.0553 Eh/bohr
Net charge: -1

Last column: Löwdin charge in e.
CARTESIAN COORDINATES (ANGSTROEM)
C  -2.10  -0.76  -1.25  -0.0146
C  -0.98  -0.69  -0.53  -0.2847
C  1.37  -1.33  1.27  -0.1016
C  -0.53  1.55  1.44  0.0932
C  1.45  -0.42  0.01  -0.2382
C  0.18  0.09  -0.64  -0.3976
O  -0.94  2.03  -1.98  -0.5395
O  1.60  1.70  -2.00  -0.5564
S  0.23  1.12  -2.12  0.6493
H  -3.07  -1.18  -0.94  0.0527
H  -2.03  -0.34  -2.21  0.0098
H  -1.14  -1.23  0.33  0.0581
H  0.78  -1.03  2.06  0.0331
H  2.26  -1.43  1.82  0.0481
H  0.93  -2.26  1.05  0.0507
H  -1.16  0.72  1.64  -0.0260
H  0.51  1.51  1.31  -0.0297
H  -1.23  2.32  1.13  -0.0026
H  2.05  -0.98  -0.70  0.1090
H  1.81  0.58  0.31  0.0870


It is found that the ΔE to the lowest compared entry with this formula, charge and spin values, taken in the order of the records, are 77.2; 6.8; 132.6 kcal per mole.
It is found that the total energy values, taken in the order of the records, are -646.58894; -309.22288; -783.73320 Eh.